Below is 2 unconnected molecules or ions with the total composition C22H38NO6S, with properties calculated with ωB97M-V/def2-TZVPD.

Structure (XYZ):
```
68
C22H38NO6S ωB97M-V/def2-TZVPD
S 0.292 4.426 -2.028
O -2.525 -2.957 -3.123
O -0.302 3.119 -2.059
O -0.766 -1.762 4.463
O 1.030 -0.898 5.411
O -3.914 -3.415 -1.438
O 1.575 4.694 -2.630
N -1.675 -0.706 -1.804
C 3.478 -0.723 1.212
C 0.264 -0.910 4.487
C 2.095 -2.799 0.446
C 2.962 -2.145 1.533
C -1.298 -2.684 2.281
C -2.454 0.344 -1.496
C -1.999 -1.938 -1.038
C -0.243 -0.380 -1.819
C -0.905 5.606 -2.641
C 1.827 -3.906 -1.797
C -0.648 6.221 -0.293
C 2.856 -3.257 -0.807
C 1.828 0.276 -0.546
C 0.294 5.012 -0.329
C -2.657 -1.701 0.332
C -2.919 -2.856 -1.942
C 0.264 0.268 -0.505
C -1.690 6.024 -1.402
C -3.151 1.285 -1.207
C -2.422 -2.929 1.265
C 2.390 0.319 0.905
C -1.645 -1.598 3.314
H -2.266 6.931 -1.583
H -3.360 -3.180 1.774
H 0.426 -0.210 3.648
H 2.130 1.144 -1.142
H 0.368 -1.238 -2.105
H 1.566 0.305 1.627
H -3.734 -1.627 0.166
H 3.840 -2.772 1.733
H -1.094 -2.539 -0.873
H -2.154 -3.791 0.644
H 4.245 -0.739 0.427
H 2.157 -0.625 -1.072
H -0.354 6.447 -3.064
H -1.116 6.324 0.686
H -0.353 -2.384 1.807
H 1.311 5.276 -0.047
H 3.361 -2.445 -1.338
H -0.055 1.312 -0.469
H 1.233 -2.191 0.150
H 2.105 -4.929 -2.067
H -0.082 7.136 -0.483
H -1.519 5.136 -3.406
H -1.089 -3.613 2.828
H -2.276 -0.822 0.863
H -0.067 4.201 0.301
H 1.709 -3.331 -2.721
H -0.110 -0.287 0.362
H -0.099 0.384 -2.599
H -3.533 2.216 -0.863
H -2.386 5.232 -1.119
H 1.663 -3.709 0.891
H -2.676 -1.721 3.651
H 2.868 1.305 1.020
H 3.566 -4.052 -0.554
H 3.998 -0.376 2.120
H -1.471 -0.605 2.889
H 0.836 -3.960 -1.333
H 2.353 -2.067 2.444
```

The value obtained for the relative energy (zero: lowest compared OMol25 entry of this formula, charge and spin) is 0.0 kcal/mol. The frontier orbital gap is 6.226 eV. The charge is -1. As for the strongest force on any atom: 0.0313 hartree/bohr. The value obtained for the HOMO energy is -4.28 eV.